This record from the OMol25 dataset describes a cluster of 12 separate species, C44H80N13O in total at a distorted geometry. The level of theory is the ωB97M-V functional and the def2-TZVPD basis.

```
! RIJCOSX wB97M-V def2-TZVPD def2/J DEFGRID3
* xyz 1 1
C -2.464 3.709 4.761
C -1.523 2.572 4.363
C -1.218 1.567 5.485
C -2.443 1.184 6.325
C -2.251 -0.171 7.041
C -3.120 -1.308 6.464
C -2.350 -2.614 6.248
C -1.123 -2.358 5.351
C -0.704 -3.503 4.414
C 0.756 -3.965 4.564
C 1.768 -2.823 4.738
C 1.583 -1.673 3.759
C 2.569 -0.554 4.065
N 2.393 0.603 3.147
C 2.482 0.226 1.695
C 1.376 -0.807 1.454
C 0.987 -0.986 -0.024
C 0.307 -2.319 -0.346
O -0.452 -2.281 -1.524
C 0.331 -2.131 -2.711
C 0.080 -0.749 -3.310
C 1.755 -2.067 2.260
N 3.156 -2.483 2.080
C 3.550 -2.773 0.695
C 5.030 -3.192 0.624
H -2.096 4.222 5.649
H -2.493 4.444 3.955
H -3.481 3.360 4.919
H -0.588 3.034 4.028
H -1.937 2.053 3.494
H -0.438 1.987 6.121
H -0.811 0.659 5.023
H -3.317 1.131 5.674
H -2.603 1.971 7.058
H -2.475 -0.075 8.102
H -1.192 -0.420 6.981
H -3.550 -1.026 5.501
H -3.941 -1.502 7.155
H -1.998 -3.026 7.196
H -2.986 -3.361 5.772
H -1.347 -1.481 4.738
H -0.301 -2.065 6.001
H -0.841 -3.200 3.374
H -1.344 -4.368 4.588
H 0.888 -4.645 5.406
H 1.035 -4.543 3.678
H 2.782 -3.226 4.660
H 1.700 -2.429 5.754
H 0.568 -1.282 3.841
H 3.596 -0.900 4.010
H 2.386 -0.194 5.081
H 3.106 1.326 3.333
H 1.482 1.045 3.265
H 3.476 -0.133 1.455
H 2.300 1.116 1.090
H 0.489 -0.401 1.951
H 1.860 -0.798 -0.654
H 0.277 -0.197 -0.286
H -0.336 -2.615 0.484
H 1.076 -3.093 -0.441
H 0.030 -2.921 -3.400
H 1.388 -2.285 -2.482
H -0.946 -0.478 -3.069
H 0.220 -0.736 -4.387
H 0.754 -0.047 -2.818
H 1.078 -2.904 2.075
H 3.280 -3.350 2.590
H 3.444 -1.856 0.122
H 2.949 -3.561 0.239
H 5.423 -3.283 1.639
H 5.641 -2.451 0.119
H 5.128 -4.169 0.159
C 0.360 -2.981 -6.835
C 0.741 -1.604 -7.102
N 1.035 -0.509 -7.287
H -0.343 -3.031 -6.011
H -0.115 -3.431 -7.703
H 1.236 -3.576 -6.576
C -1.965 5.654 8.762
C -1.283 4.401 8.474
N -0.746 3.413 8.248
H -1.518 6.471 8.197
H -3.018 5.586 8.494
H -1.895 5.891 9.822
C 6.607 2.566 4.619
C 5.379 2.615 3.845
N 4.413 2.695 3.228
H 7.390 3.135 4.119
H 6.450 2.990 5.608
H 6.947 1.538 4.731
C -0.018 1.367 -9.661
C -0.493 1.389 -11.036
N -0.870 1.407 -12.120
H 0.328 2.354 -9.358
H -0.811 1.061 -8.982
H 0.807 0.670 -9.542
C -4.243 -2.126 -6.157
C -3.286 -3.196 -6.381
N -2.530 -4.041 -6.562
H -3.994 -1.252 -6.757
H -5.249 -2.450 -6.416
H -4.248 -1.830 -5.109
C -2.343 4.390 -12.223
C -3.270 5.468 -11.912
N -4.000 6.315 -11.658
H -2.519 3.999 -13.223
H -1.313 4.738 -12.174
H -2.456 3.566 -11.523
C 3.410 1.551 -3.769
C 2.779 2.020 -2.545
N 2.260 2.368 -1.581
H 3.022 2.093 -4.630
H 4.488 1.699 -3.726
H 3.212 0.490 -3.917
C -0.914 4.004 -1.403
C -2.270 3.808 -1.894
N -3.339 3.651 -2.281
H -0.648 5.060 -1.405
H -0.815 3.633 -0.384
H -0.195 3.473 -2.024
C -5.867 -3.705 -2.207
C -6.301 -3.727 -3.595
N -6.644 -3.746 -4.690
H -5.558 -2.701 -1.919
H -6.676 -4.016 -1.549
H -5.025 -4.379 -2.060
C 5.789 -6.115 -2.454
C 4.883 -5.055 -2.870
N 4.169 -4.215 -3.187
H 6.761 -5.703 -2.185
H 5.388 -6.645 -1.592
H 5.933 -6.832 -3.260
C -4.248 7.020 -2.451
C -3.919 8.425 -2.639
N -3.649 9.531 -2.777
H -4.969 6.894 -1.645
H -4.676 6.594 -3.357
H -3.360 6.444 -2.202
*
```

Properties
M = 807.2 Da
HOMO-LUMO gap = 9.709 eV
E_HOMO = -11.85 eV
DFT total energy = -68335.645 eV

Mulliken population analysis, charges in e, atoms 1 to 99: number 1, C, carries -1.334; number 2, C, carries -0.598; number 3, C, carries 1.170; number 4, C, carries -0.770; number 5, C, carries -0.975; number 6, C, carries -0.864; number 7, C, carries -1.103; number 8, C, carries 0.316; number 9, C, carries -0.768; number 10, C, carries -1.026; number 11, C, carries -1.696; number 12, C, carries 1.622; number 13, C, carries -1.847; number 14, N, carries 0.452; number 15, C, carries -1.347; number 16, C, carries 0.230; number 17, C, carries -1.154; number 18, C, carries -0.791; number 19, O, carries -0.471; number 20, C, carries -0.222; number 21, C, carries -0.477; number 22, C, carries -0.698; number 23, N, carries -0.088; number 24, C, carries 0.239; number 25, C, carries -1.419; number 26, H, carries 0.158; number 27, H, carries 0.451; number 28, H, carries 0.347; number 29, H, carries 0.330; number 30, H, carries 0.326; number 31, H, carries 0.423; number 32, H, carries -1.013; number 33, H, carries 0.445; number 34, H, carries 0.230; number 35, H, carries 0.591; number 36, H, carries 0.347; number 37, H, carries 0.419; number 38, H, carries 0.462; number 39, H, carries 0.267; number 40, H, carries 0.431; number 41, H, carries 0.063; number 42, H, carries 0.212; number 43, H, carries 0.014; number 44, H, carries 0.591; number 45, H, carries 0.511; number 46, H, carries 0.317; number 47, H, carries 0.546; number 48, H, carries 0.569; number 49, H, carries -0.520; number 50, H, carries 0.257; number 51, H, carries 0.430; number 52, H, carries 0.319; number 53, H, carries 0.299; number 54, H, carries 0.309; number 55, H, carries 0.673; number 56, H, carries 0.290; number 57, H, carries 0.224; number 58, H, carries 0.643; number 59, H, carries 0.066; number 60, H, carries 0.306; number 61, H, carries 0.373; number 62, H, carries 0.223; number 63, H, carries 0.343; number 64, H, carries 0.158; number 65, H, carries -0.222; number 66, H, carries 1.886; number 67, H, carries 0.433; number 68, H, carries 0.021; number 69, H, carries 0.155; number 70, H, carries 0.410; number 71, H, carries 0.315; number 72, H, carries 0.213; number 73, C, carries -0.594; number 74, C, carries 0.481; number 75, N, carries -0.479; number 76, H, carries -0.030; number 77, H, carries 0.321; number 78, H, carries 0.345; number 79, C, carries -0.945; number 80, C, carries 0.425; number 81, N, carries -0.390; number 82, H, carries 0.284; number 83, H, carries 0.291; number 84, H, carries 0.350; number 85, C, carries -0.870; number 86, C, carries 0.423; number 87, N, carries -0.571; number 88, H, carries 0.308; number 89, H, carries 0.294; number 90, H, carries 0.278; number 91, C, carries -0.770; number 92, C, carries 0.382; number 93, N, carries -0.398; number 94, H, carries 0.291; number 95, H, carries 0.216; number 96, H, carries 0.295; number 97, C, carries -0.856; number 98, C, carries 0.518; number 99, N, carries -0.481